[1]
Here is a structure of composition C45H51CuN7O2P2SSe2 from the OMol25 dataset. Energies are from ωB97M-V/def2-TZVPD.

Geometry as XYZ:
```
111
Properties=species:S:1:pos:R:3:forces:R:3:lowdin_charge:R:1
Cu 0.94188 0.48521 -0.18765 0.3 -0.6 0.4 -0.0670
Se -5.28828 -1.51454 2.11610 0.0 0.0 -0.1 0.3850
P -4.43833 -2.04820 0.27187 0.0 0.0 0.0 0.5296
C -5.14404 -1.13862 -1.14241 0.0 0.0 0.0 -0.3662
C -6.29252 -0.37759 -0.96001 0.0 0.0 0.0 -0.1185
C -6.83527 0.32926 -2.02561 0.0 0.0 0.0 -0.0824
C -6.23038 0.27865 -3.27223 0.0 0.0 0.0 -0.0788
C -5.08644 -0.48790 -3.45874 0.0 0.0 0.0 -0.0755
C -4.54209 -1.19781 -2.39994 0.0 0.0 0.0 -0.0879
C -4.63282 -3.80494 -0.11797 0.0 0.0 0.0 -0.3580
C -5.47316 -4.24303 -1.13254 0.0 0.0 0.0 -0.0689
C -5.64777 -5.60489 -1.34613 0.0 0.0 0.0 -0.0729
C -4.98654 -6.52378 -0.54817 0.0 0.0 0.0 -0.0805
C -4.15053 -6.08530 0.47249 0.0 0.0 0.0 -0.0782
C -3.97737 -4.73066 0.69059 0.0 0.0 0.0 -0.1017
C -2.66138 -1.78333 0.07672 0.0 0.0 -0.1 -0.4017
C -1.72383 -0.84536 0.52027 0.0 0.0 0.0 -0.3996
N -0.61097 -1.05280 -0.21297 -0.1 0.1 -0.1 -0.1054
N -0.83333 -2.05646 -1.04496 0.0 -0.1 0.1 -0.0454
N -2.05162 -2.51958 -0.88060 0.0 0.0 0.0 0.0093
P -1.61937 0.58305 1.60864 0.0 0.1 0.0 0.6700
Se 0.43019 0.99930 2.08381 0.1 0.2 0.2 0.5272
C -2.37915 1.92480 0.66052 0.0 0.0 0.0 -0.3475
C -1.63732 3.03582 0.27448 0.0 0.0 0.0 -0.1042
C -2.21828 3.99682 -0.54329 0.0 0.0 0.0 -0.0715
C -3.52799 3.84589 -0.97517 0.0 0.0 0.0 -0.0693
C -4.27042 2.73720 -0.58483 0.0 0.0 0.0 -0.0559
C -3.69966 1.77747 0.23450 0.0 0.0 0.0 -0.0781
C -2.53764 0.32858 3.12617 0.0 0.0 -0.1 -0.4138
C -3.38918 1.30760 3.62136 0.0 0.0 0.0 -0.0907
C -4.03494 1.10031 4.83112 0.0 0.0 0.0 -0.0701
C -3.82380 -0.07285 5.53967 0.0 0.0 0.0 -0.0719
C -2.95819 -1.04265 5.04921 0.0 0.0 0.0 -0.0861
C -2.31265 -0.84247 3.84368 0.0 0.0 0.0 -0.1353
H -6.75092 -0.34262 0.02118 0.0 0.0 0.0 0.0596
H -7.73236 0.91703 -1.87923 0.0 0.0 0.0 0.1085
H -6.65345 0.82955 -4.10253 0.0 0.0 0.0 0.1054
H -4.62131 -0.53892 -4.43526 0.0 0.0 0.0 0.1040
H -3.65554 -1.80223 -2.54518 0.0 0.0 0.0 0.0953
H -5.99347 -3.52848 -1.75665 0.0 0.0 0.0 0.1037
H -6.30488 -5.94408 -2.13607 0.0 0.0 0.0 0.1059
H -5.12649 -7.58397 -0.71455 0.0 0.0 0.0 0.1041
H -3.64260 -6.80349 1.10301 0.0 0.0 0.0 0.1028
H -3.34080 -4.38351 1.49604 0.0 0.0 0.0 0.1029
H -0.61071 3.13784 0.60480 0.0 0.0 0.0 0.0671
H -1.64382 4.86476 -0.84031 0.0 0.0 0.0 0.1085
H -3.97593 4.59671 -1.61361 0.0 0.0 0.0 0.1071
H -5.29227 2.61509 -0.91916 0.0 0.0 0.0 0.1017
H -4.28609 0.92350 0.55812 0.0 0.0 0.0 0.0676
H -3.56226 2.21674 3.06095 0.0 0.0 0.0 0.1095
H -4.70861 1.85387 5.21657 0.0 0.0 0.0 0.1096
H -4.33662 -0.23457 6.47872 0.0 0.0 0.0 0.1088
H -2.80161 -1.95950 5.60163 0.0 0.0 0.0 0.1087
H -1.64830 -1.60047 3.44560 0.0 0.0 0.0 0.1061
C 4.52317 -2.52538 0.92358 0.0 0.0 0.0 -0.0497
C 3.67811 -1.23920 0.73942 0.0 0.0 0.0 -0.1222
N 2.34630 -1.58188 0.26890 0.1 0.2 -0.1 -0.1683
C 2.40995 -2.21550 -1.04391 0.0 -0.1 0.0 -0.1357
C 3.26517 -3.50323 -0.96282 0.0 0.0 0.0 -0.0433
N 3.67168 -3.68026 0.47635 0.0 0.0 0.0 -0.0935
C 2.44992 -3.78959 1.34869 0.0 0.0 0.0 -0.0447
C 1.67975 -2.45270 1.22721 0.0 -0.1 0.0 -0.1454
H 4.79446 -2.71307 1.96132 0.0 0.0 0.0 0.1332
H 5.42540 -2.53557 0.31383 0.0 0.0 0.0 0.1313
H 4.14650 -0.57401 0.01438 0.0 0.0 0.0 0.1100
H 3.59138 -0.70187 1.68407 0.0 0.0 0.0 0.1314
H 2.83693 -1.51075 -1.75453 0.0 0.0 0.0 0.1104
H 1.39250 -2.43552 -1.36809 0.0 0.0 0.0 0.0967
H 4.18385 -3.44777 -1.54542 0.0 0.0 0.0 0.1317
H 2.71502 -4.39725 -1.25204 0.0 0.0 0.0 0.1353
H 4.21187 -4.53778 0.56091 0.0 0.0 0.0 0.1849
H 2.79418 -3.99894 2.36033 0.0 0.0 0.0 0.1330
H 1.87633 -4.64036 0.98461 0.0 0.0 0.0 0.1359
H 1.62648 -1.93753 2.18556 0.0 0.0 0.0 0.1067
H 0.66330 -2.63157 0.88636 0.1 0.0 0.0 0.1040
C 7.29911 2.35555 0.21981 0.0 0.0 0.0 -0.0062
N 6.09508 2.53175 -0.58238 0.0 0.1 0.0 -0.0824
N 4.89564 2.62770 0.12957 0.0 0.0 0.0 0.0499
C 3.86290 2.06976 -0.62833 0.0 0.1 0.0 -0.4153
O 2.68018 2.17695 -0.32645 0.0 0.0 0.0 -0.0198
C 4.52182 1.44875 -1.75957 0.0 0.0 0.0 0.0539
C 5.84375 1.74017 -1.67596 0.0 0.0 0.1 -0.2713
C 6.96498 1.31424 -2.55743 0.0 0.0 0.0 -0.0091
C 4.69936 3.71339 1.03070 0.0 0.0 0.0 -0.1978
C 3.81097 3.54432 2.08385 0.0 0.0 0.0 -0.0085
C 3.58687 4.59656 2.95687 0.0 0.0 0.0 -0.0618
C 4.25898 5.80028 2.79395 0.0 0.0 0.0 -0.0802
C 5.14864 5.95692 1.74101 0.0 0.0 0.0 -0.0733
C 5.36436 4.91832 0.84691 0.0 0.0 0.0 -0.0263
H 7.24862 3.02241 1.07605 0.0 0.0 0.0 0.0874
H 8.16629 2.62986 -0.37595 0.0 0.0 0.0 0.0962
H 7.40554 1.32565 0.57529 0.0 0.0 0.0 0.0962
H 4.00666 0.93432 -2.55312 0.0 0.0 0.0 0.1056
H 6.58183 0.72095 -3.38383 0.0 0.0 0.0 0.0866
H 7.69429 0.71489 -2.00926 0.0 0.0 0.0 0.0836
H 7.48850 2.17962 -2.96523 0.0 0.0 0.0 0.0962
H 3.28735 2.60579 2.19737 0.0 0.0 0.0 0.0932
H 2.88587 4.47098 3.77132 0.0 0.0 0.0 0.1099
H 4.08766 6.61483 3.48458 0.0 0.0 0.0 0.1059
H 5.66925 6.89533 1.60433 0.0 0.0 0.0 0.1072
H 6.03705 5.04135 0.00840 0.0 0.0 0.0 0.1152
C 0.90334 1.99941 -4.24929 0.1 -0.2 0.1 -0.2320
S 0.52013 1.51694 -2.56102 -0.1 0.2 -0.3 0.8689
C -1.10732 0.83718 -2.90195 0.1 -0.1 0.1 -0.2316
O 1.44260 0.34323 -2.25714 -0.3 0.3 -0.2 -0.5481
H 0.85209 1.12062 -4.89196 0.0 0.0 0.0 0.0656
H 1.91327 2.40525 -4.23780 0.0 0.0 0.0 0.0520
H 0.19730 2.76311 -4.56946 0.0 0.0 0.0 0.0608
H -1.69665 1.59098 -3.42283 0.0 0.0 0.0 0.0652
H -1.57704 0.59764 -1.95044 0.0 0.0 0.0 0.0269
H -0.99030 -0.06567 -3.50140 0.0 0.0 0.0 0.0707
```
Positions in Å, forces in eV/Å.

Maximum force (eV/A): 0.79
E_HOMO (eV): -9.161
Total charge: +1
Energy above the lowest of the compared OMol25 structures with the same formula, charge and spin (eV): 0.4130


[2]
Here is a structure of composition C45H51FeN5O6Si from the OMol25 dataset. Energies are from ωB97M-V/def2-TZVPD.

Geometry as XYZ:
```
109
Properties=species:S:1:pos:R:3:forces:R:3:lowdin_charge:R:1
Fe 0.51642 -0.06833 -0.62742 0.7 -0.1 -0.2 0.5717
C 2.71740 -3.23322 -0.33551 0.1 -0.2 -0.3 0.0331
C 2.15128 -2.13542 -1.19153 -0.1 0.0 0.4 -0.3188
O 0.94919 -1.93501 -1.24773 1.0 -2.1 -0.5 0.0481
C 3.15210 -1.20053 -1.86153 -0.5 0.8 -0.2 -0.1690
C 2.54544 -0.11519 -2.68335 0.4 -0.3 -0.4 -0.2633
C 3.26411 0.36650 -3.90716 -0.2 -0.1 0.2 -0.0418
N 1.46704 0.49831 -2.23202 -0.2 0.7 -0.2 -0.0472
N 1.00046 1.53256 -2.92539 0.1 0.0 -0.2 0.0824
C -0.03119 2.15603 -2.39192 0.5 -0.3 0.4 -0.3435
O -0.43597 1.78250 -1.09669 0.0 0.5 -0.6 -0.1927
C -0.75961 3.17156 -3.07683 -0.4 0.3 -0.1 -0.1753
C -2.04218 3.56535 -2.64642 0.2 -0.2 0.0 -0.0548
C -2.72690 4.56907 -3.29895 -0.1 0.1 -0.1 -0.0997
C -2.16815 5.21404 -4.39754 0.0 0.0 0.0 -0.1156
C -0.91905 4.80414 -4.85946 -0.1 0.1 -0.1 -0.1060
C -0.22637 3.79568 -4.22446 0.1 -0.2 0.2 -0.0347
H 2.23476 -4.17653 -0.59440 0.0 0.0 0.0 0.0953
H 2.50174 -3.02495 0.71462 0.0 0.1 0.0 0.1046
H 3.79431 -3.31705 -0.46517 0.0 0.0 0.1 0.0896
H 3.84025 -1.78184 -2.47912 -0.1 -0.1 0.0 0.1578
H 3.86734 -0.43303 -4.33871 0.0 0.0 0.0 0.0702
H 3.92541 1.20763 -3.66646 0.0 0.1 -0.1 0.0795
H 2.53860 0.71899 -4.63972 0.1 0.0 -0.1 0.0648
H -2.48938 3.04320 -1.81132 0.0 0.1 0.0 0.1127
H -3.71811 4.84803 -2.96206 0.0 0.0 0.0 0.0973
H -2.69976 6.01906 -4.88786 0.0 0.0 0.0 0.0877
H -0.48992 5.28023 -5.73328 0.0 0.0 0.0 0.0944
H 0.74316 3.47164 -4.57718 0.0 0.0 0.0 0.1017
C -5.50947 -3.39559 -1.92105 0.1 0.1 -0.1 -0.0722
C -4.65858 -2.73506 -3.00751 0.0 0.0 0.0 -0.5638
C -4.10355 -3.83838 -3.92157 0.0 0.1 0.0 -0.0494
C -5.54794 -1.78157 -3.81716 0.1 -0.1 0.1 -0.0494
C -3.47927 -1.96019 -2.43824 0.1 0.1 0.1 -0.1850
C -2.59168 -1.27846 -3.31298 -0.1 0.0 0.0 -0.0287
C -1.49400 -0.63444 -2.79136 -0.1 0.0 -0.1 -0.1014
N -1.18978 -0.61514 -1.49659 -0.6 -0.5 0.1 0.0144
C -2.02215 -1.26719 -0.62145 -0.1 0.0 -0.1 -0.1855
C -3.19154 -1.91696 -1.10257 0.0 0.0 0.1 0.0373
C -1.58685 -1.29859 0.71863 -0.1 -0.1 0.1 -0.1979
C -2.34684 -1.78718 1.81271 0.1 0.0 0.1 0.0248
C -1.82560 -1.85523 3.07769 0.0 0.1 -0.2 -0.1792
C -0.47042 -1.45942 3.23505 0.0 0.0 0.0 -0.0225
C 0.20674 -0.94077 2.15558 0.1 -0.1 0.2 -0.1255
N -0.31356 -0.80719 0.93558 -0.6 -0.2 0.5 0.0002
C -2.67504 -2.35018 4.24217 -0.1 -0.1 0.1 -0.5601
C -2.02836 -2.03422 5.59411 0.0 0.0 -0.1 -0.0696
C -4.05894 -1.68364 4.21091 0.1 0.0 0.0 -0.0549
C -2.84651 -3.87185 4.12065 0.0 0.1 0.0 -0.0467
H -6.33910 -3.93219 -2.38478 0.0 0.0 0.0 0.0805
H -5.92424 -2.65206 -1.23865 0.0 0.0 0.0 0.0851
H -4.92159 -4.11218 -1.34575 0.0 0.0 0.0 0.0841
H -4.91687 -4.43564 -4.33995 0.0 0.0 0.0 0.0803
H -3.44317 -4.49551 -3.35367 0.0 0.0 0.0 0.0901
H -3.52762 -3.41099 -4.74180 0.0 0.0 0.0 0.0754
H -6.39605 -2.32009 -4.24557 0.0 0.0 0.0 0.0803
H -4.98666 -1.31971 -4.62844 0.0 0.0 0.0 0.0735
H -5.92690 -0.98618 -3.17367 0.0 0.0 0.0 0.0898
H -2.76748 -1.24022 -4.37838 0.0 0.0 0.0 0.0966
H -0.82565 -0.09260 -3.44899 0.1 0.0 0.0 0.1120
H -3.82865 -2.40746 -0.38256 0.0 -0.1 0.0 0.0895
H -3.36546 -2.09582 1.62407 0.0 0.0 0.0 0.1002
H 0.04897 -1.55588 4.17574 0.0 0.1 0.0 0.0940
H 1.22715 -0.59575 2.26401 0.0 0.0 0.0 0.0974
H -1.80105 -0.97067 5.67705 0.0 0.0 0.0 0.0891
H -1.10634 -2.59883 5.73492 0.0 0.0 0.0 0.0797
H -2.71167 -2.30343 6.40133 0.0 0.0 0.0 0.0798
H -3.95927 -0.59754 4.19794 0.0 0.0 0.0 0.0909
H -4.62936 -1.97181 5.09649 0.0 0.0 0.0 0.0792
H -4.63019 -1.98582 3.33392 0.0 0.0 0.0 0.0714
H -1.87601 -4.36849 4.16345 0.0 0.0 0.0 0.0875
H -3.32017 -4.13205 3.17346 0.0 0.0 0.0 0.0798
H -3.46833 -4.25025 4.93579 0.0 0.0 0.0 0.0812
C -0.45541 4.42008 -0.00904 0.0 -0.4 -0.1 -0.1458
Si 0.03919 2.59026 0.26718 -0.9 3.1 1.0 0.5315
C -1.09402 2.05033 1.67718 0.5 -0.1 -0.1 -0.1206
C 1.85766 2.91465 0.65183 -0.1 -0.5 -0.2 -0.2388
C 2.21193 3.32073 1.93692 -0.2 -0.1 0.0 -0.1063
C 3.49992 3.74556 2.22996 0.0 0.0 0.0 -0.0908
C 4.46654 3.74990 1.23763 0.0 0.0 0.0 -0.0876
C 4.12760 3.36443 -0.05228 0.0 0.1 0.0 -0.0749
C 2.83033 2.97700 -0.34710 0.0 -0.1 0.0 -0.0835
H -0.16228 5.01608 0.85851 0.1 -0.1 0.1 0.0333
H -1.52821 4.54983 -0.15781 0.0 0.0 0.0 0.0235
H 0.04531 4.84489 -0.88158 0.1 0.0 0.0 0.0395
H -1.59187 2.93693 2.07150 0.0 0.1 -0.1 0.0369
H -0.54468 1.58038 2.49159 0.0 -0.1 0.1 0.0243
H -1.85336 1.34596 1.34136 0.0 0.0 -0.1 0.0356
H 1.46334 3.30335 2.72353 0.0 0.0 0.1 0.1042
H 3.74853 4.06854 3.23300 0.0 -0.1 0.0 0.1029
H 5.48012 4.05136 1.46863 0.0 0.0 0.0 0.1003
H 4.87690 3.38011 -0.83444 0.0 0.0 0.0 0.1023
H 2.57549 2.70624 -1.36414 0.0 -0.1 0.0 0.0944
O 4.03606 -0.69554 -0.81563 0.0 -0.2 0.1 0.0256
C 3.46470 -0.21861 0.32164 0.1 0.0 0.2 -0.3966
O 2.25220 0.09297 0.37064 0.3 -0.2 0.2 -0.0395
C 4.35054 -0.18153 1.43253 0.0 -0.1 -0.1 -0.1400
C 5.67622 -0.69264 1.33906 0.0 0.0 0.0 -0.0219
C 6.47299 -0.79013 2.44069 0.1 -0.1 0.0 -0.0121
C 5.99249 -0.37666 3.70484 -0.1 0.0 -0.2 -0.1843
C 4.70249 0.19412 3.80170 -0.1 0.0 0.2 -0.0048
C 3.90509 0.27667 2.69980 0.0 0.0 -0.1 -0.0299
N 6.77192 -0.55440 4.84526 0.1 0.0 0.1 -0.4018
O 7.88788 -1.10170 4.73364 0.0 0.0 0.0 -0.0357
O 6.32960 -0.16585 5.94486 0.0 0.0 0.0 -0.0337
H 6.04126 -1.02102 0.37697 0.0 0.0 0.0 0.1073
H 7.47053 -1.19914 2.38191 0.0 0.0 0.0 0.1043
H 4.36650 0.53811 4.76877 0.0 0.0 0.0 0.1066
H 2.91319 0.69777 2.76691 0.0 0.1 0.1 0.0954
```
Positions in Å, forces in eV/Å.

<S²>: 8.87
Maximum force (eV/A): 3.35
Spin multiplicity: 6
E_HOMO (spin up / spin down) (eV): -2.800 / -5.590
Total charge: -1